A structure of composition C18H45BaN5O12. Source: OMol25; level of theory: ωB97M-V/def2-TZVPD.

The net charge is 0. The total energy is -52100.0690 eV. The calculation puts the HOMO-LUMO gap at 6.667 eV.

Last column: Löwdin charge in e.
Geometry (Å):
H -0.833 11.745 -9.200  0.135
O -2.528 10.333 -14.445  -0.300
H -7.675 18.347 -12.882  0.118
O -6.023 17.479 -13.746  -0.170
O -3.113 15.579 -17.059  -0.172
H -0.551 10.007 -15.005  0.138
C -2.449 14.350 -17.205  -0.127
H -9.347 16.738 -14.226  0.101
N -6.684 12.095 -14.814  -0.591
H -3.124 17.795 -18.733  0.117
O -2.903 13.343 -13.901  -0.152
C -6.023 19.802 -16.927  -0.270
C -7.882 16.195 -13.000  -0.207
H -8.784 19.462 -16.571  0.087
H -3.965 10.497 -15.851  0.091
C -4.776 17.761 -13.156  -0.120
O -2.554 12.607 -10.050  -0.351
H -8.647 16.021 -12.214  0.117
C -9.261 14.802 -14.381  -0.217
O -6.842 18.715 -16.624  -0.165
Ba -3.991 11.221 -12.054  1.983
H -9.123 12.579 -17.561  0.088
H -6.690 17.435 -11.779  0.114
C -2.951 13.620 -9.165  -0.092
C -9.896 14.556 -15.730  -0.254
H -4.029 13.764 -9.279  0.097
H -10.087 14.814 -13.637  0.117
H -1.008 12.453 -12.191  0.111
H -0.758 9.781 -10.998  0.108
H -10.353 13.785 -18.028  0.082
H -7.218 15.326 -12.907  0.118
O -8.907 14.438 -16.703  -0.182
C -2.891 10.618 -15.778  -0.072
O -7.723 11.443 -14.811  -0.015
H -2.773 13.335 -8.125  0.098
H 0.346 11.706 -11.321  0.135
O -4.535 13.952 -12.549  -0.221
C -7.062 17.432 -12.814  -0.255
H -4.257 20.199 -18.021  0.119
H -3.979 17.566 -13.870  0.070
H -7.779 19.846 -15.170  0.085
H -6.584 20.592 -17.461  0.123
H -8.688 13.944 -18.638  0.086
H -2.051 18.662 -17.620  0.116
H 0.307 9.672 -12.845  0.126
H -5.223 18.782 -18.574  0.126
H -1.210 8.762 -12.874  0.124
H -1.573 14.282 -16.540  0.084
H -1.319 16.498 -17.621  0.117
H -2.570 11.624 -16.051  0.078
H -4.731 18.811 -12.820  0.086
C -2.875 17.920 -17.682  -0.210
H -2.405 9.910 -16.464  0.099
C -1.161 10.436 -14.200  -0.267
H -8.380 18.153 -15.444  0.057
C -9.291 13.641 -17.783  -0.122
H -8.655 13.936 -14.133  0.098
H -2.109 14.189 -18.237  0.087
C -2.258 16.684 -17.061  -0.257
N -3.910 14.099 -13.663  -0.578
O -4.269 14.941 -14.430  0.094
H -1.905 16.904 -16.038  0.123
C -1.162 12.338 -10.061  -0.221
H -0.637 13.299 -9.981  0.135
H -5.705 20.313 -15.992  0.124
H -0.891 11.505 -14.179  0.128
H -2.515 14.592 -9.411  0.105
O -5.658 11.603 -14.184  -0.317
O -6.568 13.168 -15.379  0.047
N -1.275 10.406 -11.610  -0.169
C -0.780 9.765 -12.927  -0.163
H -10.370 13.558 -15.621  0.123
C -0.753 11.758 -11.390  -0.241
C -8.000 19.060 -15.906  -0.113
H -10.713 15.235 -16.013  0.121
N -4.048 18.386 -16.924  -0.037
C -4.845 19.320 -17.703  -0.232
H -4.601 17.122 -12.279  0.080
N -8.559 16.093 -14.310  -0.038
H -3.153 13.591 -16.869  0.072
H -3.668 18.901 -16.134  0.107



A cluster of 2 separate species, C2H9NO in total. Source: OMol25; level of theory: ωB97M-V/def2-TZVPD.

Its SMILES is COC.N. The net charge is 0. The total energy is -5755.9792 eV. The energy above the lowest of the compared OMol25 structures with the same formula, charge and spin is 35.6 kcal per mole. The calculation puts the HOMO-LUMO gap at 10.522 eV.

Last column: Löwdin charge in e.
Geometry (Å):
H -0.953 -1.299 1.207  0.082
H 1.942 1.011 2.304  0.039
H -1.034 0.155 -2.001  0.061
H 0.573 0.190 -2.381  0.060
H 1.266 0.986 0.793  -0.037
H -1.863 -1.193 -0.225  0.106
C -1.077 -0.601 0.356  -0.113
H -0.233 -1.297 -2.472  0.105
H -1.386 0.339 0.774  0.066
C -0.129 -0.365 -1.836  -0.123
H 0.278 0.770 2.208  0.024
O 0.134 -0.351 -0.424  -0.259
N 1.083 1.277 1.724  -0.011



The molecule C4H11N2O. Source: OMol25; level of theory: ωB97M-V/def2-TZVPD.

The expectation value of S² is 0.75. The net charge is 0. As for the multiplicity: 2. The total energy is -9349.6856 eV. The energy above the lowest of the compared OMol25 structures with the same formula, charge and spin is 65.3 kcal per mole. The calculation puts the HOMO-LUMO gap (alpha / beta) at 4.555 / 7.959 eV.

Last column: Löwdin charge in e.
Geometry (Å):
H 1.091 -0.146 2.051  0.114
C -0.231 1.654 -0.324  -0.339
H -0.519 2.683 -0.597  0.068
N 0.515 -1.140 -1.275  0.091
C -0.689 -1.292 -0.374  -0.131
H -1.235 -2.193 -0.630  0.115
H 0.312 -0.429 -1.988  0.098
C -0.195 1.190 1.113  -0.243
H 1.343 -0.968 -0.697  0.144
H 0.135 1.901 1.868  0.100
O 0.259 0.958 -1.311  -0.283
N 0.500 -0.064 1.237  -0.100
H -0.956 -1.526 1.731  0.117
H -1.357 -0.454 -0.580  0.118
H 0.742 -2.002 -1.780  0.147
C -0.127 -1.319 1.042  -0.240
H -1.272 1.082 1.416  0.104
H 0.577 -2.148 1.121  0.120